Run P
Computed, not measured: 3 unconnected molecules or ions with the total composition C2H8OS2, with wB97M-V/def2-TZVPD.

Structure (ORCA input):
```
! wB97M-V def2-TZVPD RIJCOSX def2/J DEFGRID3
* xyz 1 2
C -1.47 -0.31 -0.95
S -2.07 0.24 0.55
S 1.52 -1.10 -0.14
C 0.75 -0.82 1.49
H -2.27 -0.21 -1.71
H -0.63 0.36 -1.25
H -1.10 -1.34 -0.99
H 1.52 -1.16 2.20
H 0.51 0.22 1.63
H -0.07 -1.52 1.55
H 1.22 2.65 -1.00
H 1.35 1.12 -0.69
O 0.75 1.87 -0.68
*
```

The calculation puts the LUMO energy (spin up / spin down) at -9.346 / -9.104 eV. The HOMO energy (spin up / spin down) comes out at -14.1563 / -13.9465 eV.

Run Q
Computed, not measured: 3 unconnected molecules or ions with the total composition C2H8OS2, with wB97M-V/def2-TZVPD.

Structure (ORCA input):
```
! wB97M-V def2-TZVPD RIJCOSX def2/J DEFGRID3
* xyz 1 2
C 1.37 -1.25 -0.50
S 1.86 -0.12 0.84
S -1.92 0.25 -0.86
C -1.59 -0.05 0.85
H 0.48 -0.93 -1.04
H 2.23 -1.25 -1.18
H 1.23 -2.24 -0.07
H -1.83 -1.08 1.14
H -0.52 0.17 1.01
H -2.20 0.63 1.45
H -0.35 1.58 -0.77
H 1.01 1.94 -0.22
O 0.23 2.35 -0.65
*
```

The calculation puts the LUMO energy (spin up / spin down) at -9.501 / -8.105 eV. The HOMO energy (spin up / spin down) comes out at -14.3071 / -14.9993 eV.

It is run P that is the least stable of them.

Run P
Computed, not measured: 2 unconnected molecules or ions with the total composition C5H13N2S, with wB97M-V/def2-TZVPD.

Structure (ORCA input):
```
! wB97M-V def2-TZVPD RIJCOSX def2/J DEFGRID3
* xyz 1 1
C 1.81 0.48 -0.09
C -2.35 -0.02 0.96
C -0.27 0.25 -1.62
C -0.72 0.07 0.98
C -0.10 -0.43 -0.28
N 1.87 1.71 0.08
N 0.16 -1.71 -0.24
S 3.02 -0.60 0.45
H -2.75 -0.96 0.75
H -2.70 0.78 0.28
H -2.70 0.21 2.02
H -1.21 0.14 -2.11
H -0.06 1.31 -1.27
H 0.53 -0.14 -2.33
H -0.61 1.16 1.00
H -0.33 -0.59 1.80
H 1.01 2.34 -0.13
H 2.72 2.13 0.45
H -0.09 -2.44 0.49
H 2.39 -1.66 -0.02
H 0.37 -2.03 -1.17
*
```

The calculation puts the LUMO energy at -3.450 eV. The HOMO energy comes out at -13.1301 eV.

Run Q
Computed, not measured: a gas-phase ion, C5H13N2S (charge +1), with wB97M-V/def2-TZVPD.

Structure (ORCA input):
```
! wB97M-V def2-TZVPD RIJCOSX def2/J DEFGRID3
* xyz 1 1
C -2.38 -0.87 -0.26
C -2.53 0.71 -0.32
C 0.09 0.44 -0.13
C 1.83 -1.11 0.28
C 2.30 1.32 -0.30
N -1.36 -1.38 0.55
N 1.43 0.35 0.47
S -1.11 1.50 0.41
H -3.26 -1.32 0.13
H -2.35 -1.19 -1.21
H -2.78 1.16 -1.25
H -3.44 1.17 0.12
H 0.05 -0.14 -1.05
H 1.01 -1.83 0.33
H 2.56 -1.38 -0.56
H 2.46 -1.57 1.09
H 2.33 1.24 -1.33
H 1.80 2.20 0.01
H 3.26 1.18 0.13
H -1.24 -1.23 1.53
H 1.31 0.73 1.37
*
```

The calculation puts the LUMO energy (spin up / spin down) at -4.103 / -3.836 eV. The HOMO energy (spin up / spin down) comes out at -12.9884 / -11.8405 eV.

It is run Q that is the least stable of them.

Run P
Computed, not measured: C2H4N4OS in the gas phase, with wB97M-V/def2-TZVPD.

Structure (ORCA input):
```
! wB97M-V def2-TZVPD RIJCOSX def2/J DEFGRID3
* xyz 0 1
H 2.58 0.95 0.84
N 1.69 1.38 0.48
C 0.80 0.46 0.62
N 0.85 -0.82 1.20
C -0.06 -1.51 0.40
N -0.41 -2.84 0.55
O -0.96 -0.74 -0.30
N -0.54 0.65 0.11
S -0.52 1.69 -1.24
H 0.32 -3.64 0.50
H -0.83 -3.15 -0.61
H -1.64 2.51 -0.91
*
```

The calculation puts the LUMO energy at 0.183 eV. As for the SMILES: [H]/N=c1\nc(N)on1S. The HOMO energy comes out at -9.3736 eV.

Run Q
Computed, not measured: 2 unconnected molecules or ions with the total composition C2H4N4OS, with wB97M-V/def2-TZVPD.

Structure (ORCA input):
```
! wB97M-V def2-TZVPD RIJCOSX def2/J DEFGRID3
* xyz 0 1
H 4.18 -1.01 0.89
N 4.04 -0.18 0.46
C 2.89 0.06 0.08
S 2.04 1.40 -0.59
N 1.47 -0.15 0.19
O 0.95 -1.13 -0.66
H -0.05 -0.84 -0.53
N -2.05 -1.15 -0.23
C -2.54 -0.13 -0.12
N -3.20 0.98 -0.01
H -4.18 0.95 -0.43
H -3.55 1.19 0.94
*
```

The calculation puts the LUMO energy at 0.067 eV. As for the SMILES: [H]/N=C1/SN1O.N#CN. The HOMO energy comes out at -9.0093 eV.

It is run Q that is the least stable of them.

Run P
Computed, not measured: 2 unconnected molecules or ions with the total composition C2H8N3, with wB97M-V/def2-TZVPD.

Structure (ORCA input):
```
! wB97M-V def2-TZVPD RIJCOSX def2/J DEFGRID3
* xyz 1 3
C 0.78 -0.64 0.76
C -1.23 -0.41 -0.50
N 1.68 -0.20 1.68
N -0.70 1.40 -1.81
N -0.44 -0.24 0.54
H 1.25 -1.47 0.15
H -2.15 -0.08 -0.32
H -1.04 -1.04 -1.30
H 2.54 -0.62 1.75
H 1.42 0.56 2.34
H -1.51 1.44 -2.38
H 0.15 0.99 -2.36
H -0.76 0.31 1.43
*
```

The calculation puts the LUMO energy (spin up / spin down) at -3.393 / -5.872 eV. The HOMO energy (spin up / spin down) comes out at -11.5365 / -14.8349 eV.

Run Q
Computed, not measured: a gas-phase ion, C2H8N3 (charge +1), with wB97M-V/def2-TZVPD.

Structure (ORCA input):
```
! wB97M-V def2-TZVPD RIJCOSX def2/J DEFGRID3
* xyz 1 3
C 0.19 -1.70 -0.37
C 0.19 -0.18 -0.60
N -1.08 0.20 1.32
N -0.37 2.07 -0.14
N -0.55 0.63 0.33
H 0.69 -2.10 -1.23
H 0.84 -1.77 0.47
H -0.83 -2.00 -0.21
H -0.23 0.01 -1.61
H 1.14 0.17 -0.39
H -1.44 0.66 2.05
H -0.54 2.10 -1.05
H -0.95 2.70 0.44
*
```

The calculation puts the LUMO energy (spin up / spin down) at -3.295 / -9.156 eV. The HOMO energy (spin up / spin down) comes out at -13.4305 / -16.7159 eV.

It is run Q that is the least stable of them.

Run P
Computed, not measured: a molecular structure, C25H21GeMo, with wB97M-V/def2-TZVPD.

Structure (ORCA input):
```
! wB97M-V def2-TZVPD RIJCOSX def2/J DEFGRID3
* xyz 3 1
Mo -1.55 -0.85 0.69
C -1.30 -3.17 0.24
C -2.68 -2.89 0.29
C -3.24 -2.03 -0.68
C -2.41 -1.34 -1.56
C -1.01 -1.56 -1.56
C -0.47 -2.53 -0.70
H -0.87 -3.88 0.93
H -3.32 -3.42 0.99
H -4.31 -1.86 -0.70
H -2.83 -0.63 -2.26
H -0.37 -1.03 -2.25
H 0.60 -2.74 -0.72
C -0.06 -1.02 1.74
Ge -1.83 -0.41 3.04
C -1.77 -0.29 4.89
C -1.08 -1.24 5.66
C -1.10 -1.12 7.03
C -1.79 -0.07 7.62
C -2.47 0.88 6.86
C -2.47 0.77 5.48
C 1.13 -1.40 2.38
C 2.22 -0.51 2.34
C 3.42 -0.88 2.93
C 3.53 -2.12 3.54
C 2.45 -3.01 3.58
C 1.25 -2.66 3.01
C -2.84 0.76 1.80
C -4.23 0.91 1.92
C -4.88 1.88 1.16
C -4.18 2.62 0.22
C -2.81 2.42 0.02
C -2.15 1.51 0.83
H -0.54 -2.06 5.19
H -0.57 -1.84 7.64
H -1.79 0.02 8.70
H -2.99 1.69 7.34
H -3.00 1.51 4.89
H 2.13 0.45 1.85
H 4.26 -0.21 2.90
H 4.47 -2.41 3.99
H 2.56 -3.98 4.05
H 0.41 -3.34 3.03
H -4.80 0.32 2.63
H -5.95 2.03 1.28
H -4.70 3.35 -0.39
H -2.27 2.98 -0.74
H -1.05 1.41 0.73
*
```

The calculation puts the LUMO energy at -11.701 eV. The HOMO energy comes out at -18.1687 eV.

Run Q
Computed, not measured: a molecular structure, C25H21GeMo, with wB97M-V/def2-TZVPD.

Structure (ORCA input):
```
! wB97M-V def2-TZVPD RIJCOSX def2/J DEFGRID3
* xyz 3 1
Mo 0.54 -0.44 -1.60
C -0.86 0.74 -3.08
C 0.39 1.41 -3.09
C 1.53 0.71 -3.53
C 1.44 -0.65 -3.84
C 0.19 -1.32 -3.82
C -0.97 -0.61 -3.48
H -1.75 1.28 -2.79
H 0.46 2.45 -2.82
H 2.49 1.21 -3.56
H 2.33 -1.20 -4.11
H 0.12 -2.37 -4.08
H -1.93 -1.10 -3.48
C -0.99 -0.37 -0.58
Ge 0.53 0.26 0.79
C 0.19 0.83 2.52
C -1.08 1.29 2.92
C -1.23 1.72 4.22
C -0.15 1.69 5.11
C 1.10 1.23 4.70
C 1.29 0.80 3.41
C -2.35 -0.23 -0.20
C -3.08 -1.39 0.12
C -4.42 -1.27 0.45
C -5.02 -0.02 0.46
C -4.30 1.14 0.14
C -2.96 1.04 -0.18
C 2.21 -0.46 0.11
C 3.44 0.19 0.30
C 4.62 -0.49 0.00
C 4.58 -1.77 -0.55
C 3.37 -2.40 -0.83
C 2.20 -1.74 -0.49
H -1.91 1.30 2.24
H -2.20 2.08 4.56
H -0.29 2.03 6.12
H 1.92 1.20 5.41
H 2.26 0.43 3.09
H -2.60 -2.36 0.11
H -4.99 -2.15 0.69
H -6.07 0.07 0.71
H -4.79 2.10 0.15
H -2.39 1.93 -0.41
H 3.49 1.18 0.72
H 5.57 -0.01 0.18
H 5.51 -2.27 -0.80
H 3.34 -3.38 -1.28
H 1.23 -2.30 -0.64
*
```

The calculation puts the LUMO energy at -11.720 eV. The HOMO energy comes out at -18.1279 eV.

It is run Q that is the least stable of them.

Run P
Computed, not measured: 2 unconnected molecules or ions with the total composition C3H4NO2S, with wB97M-V/def2-TZVPD.

Structure (ORCA input):
```
! wB97M-V def2-TZVPD RIJCOSX def2/J DEFGRID3
* xyz -1 1
C -1.08 -1.87 1.72
C -1.32 -0.60 1.24
C 0.92 0.30 -0.53
N -0.74 -2.84 2.29
O 0.34 0.66 -3.13
O 0.55 2.66 -1.65
S 0.97 1.25 -1.97
H -1.19 -0.27 0.22
H -1.21 0.30 1.87
H 1.78 -0.47 -0.46
H 0.98 0.88 0.40
*
```

The calculation puts the LUMO energy (spin up / spin down) at 2.008 / 3.394 eV. The HOMO energy (spin up / spin down) comes out at -3.0003 / -4.4058 eV.

Run Q
Computed, not measured: 2 unconnected molecules or ions with the total composition C3H4NO2S, with wB97M-V/def2-TZVPD.

Structure (ORCA input):
```
! wB97M-V def2-TZVPD RIJCOSX def2/J DEFGRID3
* xyz -1 1
C -1.21 0.00 -0.79
C 1.58 1.31 -0.13
C 0.88 -0.26 0.08
N -0.04 -0.39 -0.83
O 2.80 1.28 -0.14
O 0.83 2.27 -0.26
S 2.01 -1.75 -0.09
H -1.82 0.17 -1.65
H -1.76 0.18 0.24
H 0.43 0.05 1.52
H 3.12 -1.07 -0.32
*
```

The calculation puts the LUMO energy at 3.502 eV. The HOMO energy comes out at -4.2241 eV.

It is run P that is the least stable of them.

Run P
Computed, not measured: 2 unconnected molecules or ions with the total composition C3H10O3, with wB97M-V/def2-TZVPD.

Structure (ORCA input):
```
! wB97M-V def2-TZVPD RIJCOSX def2/J DEFGRID3
* xyz 0 1
C -1.08 -2.59 0.50
O -0.98 -1.40 -0.27
C 0.14 -0.71 0.08
O -0.02 0.66 -0.29
C 0.03 0.81 -1.68
H -1.21 -2.35 1.57
H -0.21 -3.25 0.39
H -1.98 -3.13 0.15
H 0.22 -0.75 1.18
H 1.08 -1.11 -0.34
H -0.57 0.04 -2.19
H 1.09 0.68 -1.99
H -0.31 1.80 -2.01
O 1.66 3.73 1.53
H 1.27 4.17 2.32
H 0.88 3.41 1.02
*
```

The calculation puts the LUMO energy at 0.918 eV. As for the SMILES: COCOC.O. The HOMO energy comes out at -10.1508 eV.

Run Q
Computed, not measured: 3 unconnected molecules or ions with the total composition C3H10O3, with wB97M-V/def2-TZVPD.

Structure (ORCA input):
```
! wB97M-V def2-TZVPD RIJCOSX def2/J DEFGRID3
* xyz 0 1
C 1.44 -1.57 -0.13
C 0.19 -0.86 -0.58
C 0.56 0.65 -0.59
O -0.03 1.59 -1.17
H 2.29 -0.87 0.28
H 2.08 -1.87 -0.88
H 1.23 -2.46 0.51
H -0.16 -1.14 -1.59
H -0.69 -1.06 0.04
H 1.27 0.87 0.09
O -0.50 1.73 1.98
H 0.38 1.69 1.65
H -0.75 2.65 1.79
O -2.66 0.36 -0.28
H -2.73 -0.52 -0.63
H -1.93 0.79 -0.51
*
```

The calculation puts the LUMO energy at 0.345 eV. As for the SMILES: CCC=O.O.O. The HOMO energy comes out at -10.4595 eV.

Run R
Computed, not measured: 3 unconnected molecules or ions with the total composition C3H10O3, with wB97M-V/def2-TZVPD.

Structure (ORCA input):
```
! wB97M-V def2-TZVPD RIJCOSX def2/J DEFGRID3
* xyz 0 1
C 1.24 -1.47 0.37
C 1.41 -0.16 0.28
C 2.47 0.44 -0.60
O 1.98 1.55 -1.35
H 0.39 -1.97 0.81
H 1.81 -2.23 -0.16
H 0.47 0.40 0.34
H 2.83 -0.30 -1.32
H 3.31 0.86 -0.04
H 1.09 1.33 -1.67
O -2.93 1.31 -0.10
H -3.81 1.66 -0.27
H -2.44 1.26 -0.93
O -2.43 -1.24 1.51
H -2.01 -0.39 1.64
H -3.38 -1.05 1.49
*
```

The calculation puts the LUMO energy at 0.392 eV. As for the SMILES: C=CCO.O.O. The HOMO energy comes out at -9.6681 eV.

It is run Q that is the least stable of them.